Density functional theory data (wB97M-V/def2-TZVPD) for C10H12AlN2O5S as an isolated structure.

Relative energy (zero: lowest compared OMol25 entry of this formula, charge and spin): 73.7 kJ/mol
HOMO level: -19.236 eV
Gap between HOMO and LUMO: 5.92 eV
Charge: +3
Energy: -1513.39285 hartree

Geometry (Å):
O -0.35440 4.05074 -3.43702
C -0.00434 3.25528 -2.68317
Al 0.24398 -0.82958 -2.26706
O -0.30851 -0.01910 -5.58804
C -0.06413 -0.08886 -4.45699
C -0.05329 -2.80419 -3.07454
O -0.30687 -3.76414 -3.69275
C -1.77732 -0.15170 -2.18235
O -2.89554 0.12895 -2.30671
C 2.20797 -0.21032 -2.95221
O 3.24036 0.02674 -3.44383
C 0.77697 2.29757 0.83119
N 0.23428 1.21810 1.66857
C 0.15225 1.55668 3.10864
C 0.25339 -0.03527 1.15961
S 1.32666 -0.37069 -0.22311
N -0.50116 -1.06614 1.64648
C -0.55127 -1.47986 3.04979
C -0.72478 -2.19499 0.75139
H 0.64873 3.22826 1.38495
H 0.25663 2.34877 -0.13303
H 1.84093 2.10878 0.63225
H -0.86930 1.43880 3.50346
H 0.85810 0.95502 3.70412
H 0.41963 2.61868 3.19650
H -1.47983 -2.03090 3.25450
H 0.33838 -2.08358 3.29520
H -0.56193 -0.62243 3.70518
H -1.20732 -1.89052 -0.18301
H 0.23538 -2.66127 0.50146
H -1.37370 -2.92886 1.23054

Density functional theory data (wB97M-V/def2-TZVPD) for the molecule C11H16N3O3P.

HOMO level: -9.509 eV
Gap between HOMO and LUMO: 9.84 eV
Charge: 0
Energy: -1160.01973 hartree

Geometry (Å):
C 3.38171 1.16516 -1.47478
C 2.77268 0.95505 -0.46553
C 2.00143 0.70363 0.74663
C 0.82649 -0.26532 0.42592
C 1.46719 -1.55216 0.03335
N 2.01518 -2.47168 -0.37776
O 0.08890 0.08677 -0.69912
C -0.50331 1.38648 -0.66680
C -1.39442 1.56102 -1.90202
C -2.09081 0.27673 -2.36907
C -1.27904 -0.55410 -3.35423
C -0.07005 -0.48724 1.71268
N -1.40772 -0.86939 1.26498
C -0.13655 0.71217 2.53952
N -0.32496 1.65102 3.17459
P 0.59394 -1.97254 2.71423
O 1.75470 -1.23269 3.61378
O -0.64745 -2.19556 3.77646
H 3.73698 1.19026 -2.47672
H 1.62155 1.64400 1.14144
H 2.63413 0.22773 1.49749
H 0.27125 2.15637 -0.70672
H -1.09263 1.52082 0.23904
H -2.16377 2.27579 -1.60488
H -0.82353 2.01467 -2.71235
H -2.35277 -0.30674 -1.48585
H -3.03284 0.55891 -2.84297
H -1.15573 -0.04719 -4.31093
H -1.78525 -1.50423 -3.52886
H -0.29003 -0.78192 -2.96166
H -1.33590 -1.69394 0.67542
H -2.00284 -1.08442 2.05508
H 1.79680 -1.66622 4.47782
H -1.00173 -1.34526 4.08897

Density functional theory data (wB97M-V/def2-TZVPD) for the molecule C4H9ClS.

Relative energy (zero: lowest compared OMol25 entry of this formula, charge and spin): 138.6 kJ/mol
HOMO level: -9.394 eV
Gap between HOMO and LUMO: 10.12 eV
Charge: 0
Energy: -1016.13554 hartree

Geometry (Å):
C -1.99307 0.35958 -0.88452
C -0.49110 0.01580 -0.53640
C 1.65478 -0.20250 0.88920
C 0.36680 0.59802 0.55545
S 2.72097 -0.53308 -0.57556
Cl 0.72242 2.33251 -0.08502
H -2.02826 1.44730 -1.12406
H -2.41477 -0.21929 -1.65930
H -2.60774 0.27878 -0.08870
H -0.34723 -1.11429 -0.21174
H 0.11587 0.01483 -1.55645
H 2.13402 0.41480 1.57569
H 1.20497 -1.06537 1.20243
H -0.30137 0.93065 1.30307
H 3.34082 -1.66512 -0.11677

Which of these has the highest HOMO level? C4H9ClS